[1]
DFT (the ωB97M-V functional and the def2-TZVPD basis) results for the ion C12H21O5 with charge -1.

Positions of all 38 atoms, in Å:
C 3.802 1.808 -1.028
C 2.334 1.457 -1.746
C 1.179 2.061 -0.750
C -0.346 1.906 -1.336
C -1.117 3.244 -0.694
O -2.518 2.882 -0.297
C -2.756 1.557 -0.934
C -4.192 0.801 -0.704
O -5.289 1.443 -1.194
O -4.407 -0.501 -0.053
C -1.348 0.789 -0.596
O -1.171 -0.630 -0.941
C -0.295 -1.190 0.137
C -0.007 -2.801 -0.109
O -0.366 -3.521 1.136
C 0.626 -3.296 2.200
C 0.112 -4.218 3.496
H 3.831 1.158 -0.054
H 3.699 2.936 -0.668
H 4.704 1.633 -1.758
H 2.258 0.304 -1.943
H 2.315 2.023 -2.793
H 1.212 1.524 0.289
H 1.375 3.228 -0.634
H -0.498 2.000 -2.516
H -0.584 3.295 0.371
H -1.097 4.235 -1.317
H -2.818 1.881 -2.081
H -1.148 1.029 0.542
H 0.734 -0.611 0.230
H -0.827 -1.044 1.193
H -0.717 -3.204 -0.975
H 1.123 -3.034 -0.364
H 0.687 -2.180 2.583
H 1.709 -3.634 1.910
H 0.449 -3.772 4.532
H -1.078 -4.220 3.510
H 0.430 -5.341 3.359

Output
- Lowest unoccupied orbital energy: 2.646 eV
- Total energy: -845.78326 hartree
- Net charge: -1
- Structure (SMILES): CCC[C@@H]1CO[C@H](C(=O)[O-])[C@H]1OCCOCC


[2]
DFT (the ωB97M-V functional and the def2-TZVPD basis) results for a cluster of 2 separate species, C4H13NO in total.

Positions of all 19 atoms, in Å:
C -2.194 0.733 -0.752
C -0.923 0.453 0.044
N -0.047 -0.623 -0.566
C 0.470 -0.324 -1.892
H -1.965 1.120 -1.745
H -2.797 1.474 -0.230
H -2.783 -0.180 -0.864
H -1.182 0.088 1.041
H -0.322 1.362 0.141
H -0.558 -1.501 -0.584
H 0.995 0.630 -1.845
H 1.187 -1.097 -2.174
H -0.304 -0.266 -2.667
C 1.786 -0.285 2.379
O 2.133 -0.173 1.032
H 1.049 0.475 2.676
H 2.691 -0.130 2.970
H 1.382 -1.278 2.622
H 1.383 -0.479 0.413

Output
- Lowest unoccupied orbital energy: 0.962 eV
- Total energy: -290.16458 hartree
- Net charge: 0
- Structure (SMILES): CCNC.CO


[3]
DFT (the ωB97M-V functional and the def2-TZVPD basis) results for a structure of composition C25H25N6O8PdS3.

Positions of all 68 atoms, in Å:
Pd 1.554 -1.838 -0.632
C 2.311 2.575 6.618
C 2.055 1.606 5.496
C 2.064 0.230 5.728
C 1.857 -0.667 4.695
C 1.626 -0.188 3.412
C 1.611 1.175 3.158
C 1.825 2.061 4.204
S 1.452 -1.353 2.099
O 0.544 -2.410 2.529
O 0.867 -0.552 0.970
N 2.817 -1.943 1.724
C 3.847 -1.008 1.293
C 3.727 -0.156 0.008
O 4.422 0.835 -0.082
O 2.950 -0.529 -0.991
H 2.005 2.159 7.578
H 1.772 3.509 6.462
H 3.375 2.815 6.684
H 2.231 -0.140 6.733
H 1.861 -1.734 4.876
H 1.420 1.531 2.154
H 1.806 3.127 4.009
H 4.750 -1.597 1.111
H 4.114 -0.288 2.074
N 2.111 -1.117 -3.683
C 1.562 -2.265 -3.264
S 2.475 -3.310 -2.243
N 0.326 -2.545 -3.708
C -0.396 -3.753 -3.507
C 0.198 -4.988 -3.733
C -0.543 -6.145 -3.548
C -1.875 -6.077 -3.168
C -2.472 -4.840 -2.979
C -1.733 -3.679 -3.145
H 2.858 -0.774 -3.086
H 1.478 -0.398 -4.007
H -0.235 -1.736 -3.944
H 1.231 -5.043 -4.051
H -0.073 -7.105 -3.717
H -2.449 -6.985 -3.030
H -3.513 -4.770 -2.692
H -2.198 -2.715 -2.990
O -0.001 -3.195 -0.079
H 0.328 -4.099 -0.160
H -0.070 -3.013 0.892
O -6.382 3.387 -1.732
S -6.205 4.472 -0.786
O -6.553 4.145 0.588
O -6.662 5.766 -1.246
C -4.396 4.659 -0.659
N -3.920 5.831 -0.232
C -2.606 5.924 -0.106
C -1.738 4.883 -0.401
C -2.334 3.708 -0.835
N -3.652 3.598 -0.953
C -1.557 2.489 -1.201
C -0.184 2.501 -1.415
C 0.455 1.332 -1.789
N -0.178 0.169 -1.957
C -1.492 0.162 -1.716
C -2.223 1.276 -1.353
H -2.221 6.876 0.250
H -0.670 4.994 -0.281
H 0.397 3.407 -1.310
H 1.529 1.316 -1.935
H -1.988 -0.798 -1.803
H -3.291 1.233 -1.192

Output
- Lowest unoccupied orbital energy: 0.951 eV
- Total energy: -3220.68665 hartree
- Net charge: -1


[4]
DFT (the ωB97M-V functional and the def2-TZVPD basis) results for a structure of composition C40H101HgN6O14.

Positions of all 162 atoms, in Å:
Hg 3.213 -8.840 24.171
C 5.800 -7.406 27.454
C 4.321 -7.237 27.030
O 3.928 -7.138 25.679
H 6.299 -8.316 27.123
H 5.863 -7.348 28.541
H 6.366 -6.537 27.119
H 3.953 -6.359 27.561
H 3.744 -8.076 27.420
C 1.562 -4.590 19.808
O 2.029 -5.376 20.926
C 1.370 -5.120 22.173
C 2.008 -5.992 23.264
N 1.784 -7.448 23.109
C 0.497 -7.804 23.695
C 0.567 -7.740 25.248
O 1.371 -8.830 25.673
C 1.270 -9.205 27.061
H 0.530 -4.704 19.474
H 2.269 -4.678 18.983
H 1.659 -3.558 20.147
H 0.308 -5.347 22.087
H 1.525 -4.065 22.398
H 1.668 -5.531 24.192
H 3.075 -5.770 23.274
H 1.569 -7.583 22.131
H 0.208 -8.802 23.364
H -0.317 -7.192 23.307
H -0.442 -7.875 25.639
H 0.829 -6.813 25.759
H 2.000 -9.996 27.236
H 0.298 -9.658 27.258
H 1.387 -8.371 27.753
C 7.756 -3.723 27.437
O 7.531 -3.172 28.779
C 6.719 -4.047 29.533
C 6.329 -3.513 30.957
N 7.553 -3.069 31.659
C 7.227 -2.512 32.970
C 8.336 -1.642 33.537
O 8.529 -0.586 32.620
C 9.495 0.376 33.079
H 8.214 -4.703 27.573
H 8.483 -3.189 26.825
H 6.816 -3.827 26.895
H 7.189 -5.025 29.638
H 5.732 -4.172 29.088
H 5.839 -4.332 31.485
H 5.598 -2.736 30.735
H 7.972 -2.287 31.176
H 7.030 -3.272 33.726
H 6.354 -1.866 32.884
H 9.283 -2.179 33.593
H 8.062 -1.250 34.517
H 10.438 -0.172 33.075
H 9.236 0.780 34.057
H 9.515 1.196 32.361
C 11.911 -10.049 28.134
O 11.187 -9.753 26.959
C 10.636 -8.458 26.951
C 9.289 -8.551 26.228
N 9.413 -9.046 24.839
C 10.021 -8.046 23.998
C 10.216 -8.574 22.534
O 11.185 -9.640 22.466
C 11.650 -9.952 21.165
H 12.255 -11.075 28.004
H 11.284 -9.977 29.023
H 12.875 -9.551 28.238
H 11.360 -7.799 26.471
H 10.436 -7.988 27.913
H 8.801 -7.600 26.439
H 8.606 -9.239 26.726
H 10.005 -9.864 24.848
H 10.991 -7.701 24.356
H 9.344 -7.192 23.999
H 10.565 -7.724 21.947
H 9.247 -8.852 22.120
H 12.281 -9.142 20.801
H 10.822 -10.173 20.491
H 12.262 -10.854 21.165
C 6.237 -10.499 19.446
O 5.561 -9.719 20.396
C 6.025 -8.396 20.577
C 5.199 -7.787 21.707
N 5.034 -8.726 22.825
C 6.198 -8.772 23.699
C 6.072 -9.966 24.650
O 4.752 -10.180 25.160
C 4.674 -11.264 26.089
H 5.911 -11.534 19.548
H 7.313 -10.429 19.606
H 5.982 -10.253 18.415
H 5.966 -7.733 19.713
H 7.064 -8.482 20.897
H 4.240 -7.457 21.306
H 5.618 -6.871 22.124
H 5.122 -9.555 22.256
H 6.378 -7.865 24.276
H 7.133 -8.871 23.147
H 6.652 -9.745 25.547
H 6.448 -10.890 24.211
H 4.858 -12.240 25.639
H 3.673 -11.267 26.522
H 5.346 -11.028 26.914
C -3.172 -3.506 29.655
O -2.096 -4.338 29.856
C -1.307 -4.533 28.637
C -0.100 -5.462 28.961
N 0.871 -4.801 29.855
C 2.043 -5.614 30.142
C 2.978 -4.878 31.061
O 2.333 -4.612 32.329
C 3.160 -4.104 33.305
H -2.908 -2.464 29.477
H -3.709 -3.526 30.603
H -3.846 -3.905 28.897
H -0.975 -3.608 28.166
H -1.904 -4.997 27.852
H 0.297 -5.843 28.020
H -0.414 -6.387 29.444
H 0.392 -4.494 30.690
H 2.525 -5.883 29.203
H 1.817 -6.568 30.618
H 3.257 -3.920 30.622
H 3.907 -5.430 31.202
H 2.464 -3.912 34.122
H 3.624 -3.170 32.989
H 3.898 -4.826 33.653
C 5.271 -10.988 29.925
O 3.862 -11.178 30.086
C 3.018 -10.014 30.217
C 1.597 -10.423 30.562
N 1.635 -11.156 31.804
C 0.411 -11.974 32.049
C 0.386 -13.284 31.222
O 1.490 -14.085 31.639
C 1.339 -15.463 31.426
H 5.772 -10.494 30.758
H 5.558 -10.329 29.106
H 5.731 -11.969 29.803
H 2.840 -9.446 29.303
H 3.343 -9.341 31.010
H 1.152 -10.931 29.706
H 1.023 -9.509 30.715
H 2.385 -11.815 31.652
H -0.486 -11.399 31.820
H 0.324 -12.258 33.098
H 0.495 -13.218 30.140
H -0.562 -13.796 31.387
H 2.093 -16.053 31.947
H 1.561 -15.540 30.362
H 0.355 -15.930 31.482
C 2.194 -3.576 26.491
C 3.711 -3.417 26.256
O 3.994 -4.237 25.164
H 1.999 -4.584 26.856
H 1.607 -3.501 25.576
H 1.818 -2.860 27.222
H 4.182 -3.792 27.165
H 3.922 -2.364 26.066
H 3.917 -5.150 25.451

Output
- Lowest unoccupied orbital energy: -2.967 eV
- Total energy: -3119.33350 hartree
- Net charge: +1


[5]
DFT (the ωB97M-V functional and the def2-TZVPD basis) results for a cluster of 2 separate species, C8H13BO2 in total.

Positions of all 24 atoms, in Å:
C 2.582 -0.154 -2.848
C 1.911 -0.570 -1.774
C 1.845 0.184 -0.507
C 1.026 -0.163 0.494
C 0.893 0.788 1.575
C -0.007 1.982 1.239
H 2.883 0.897 -2.847
H 2.480 -0.815 -3.695
H 1.206 -1.363 -1.847
H 2.602 1.007 -0.487
H 0.415 -1.026 0.489
H 0.378 0.244 2.432
H 1.896 1.101 1.932
H -0.179 2.449 2.178
H -0.838 1.557 0.688
H 0.546 2.660 0.590
C -1.961 0.484 -1.228
C -2.330 -0.278 -0.374
B -2.559 -1.351 0.625
O -2.910 -1.007 1.860
O -2.464 -2.720 0.219
H -1.646 0.995 -2.096
H -3.026 -1.556 2.568
H -2.746 -3.343 0.816

Output
- Lowest unoccupied orbital energy: 0.250 eV
- Total energy: -487.92058 hartree
- Net charge: 0
- Structure (SMILES): C=C/C=C/CC.C#CB(O)O


[6]
DFT (the ωB97M-V functional and the def2-TZVPD basis) results for the molecule C3H6S.

Positions of all 10 atoms, in Å:
S 0.662 2.017 -0.290
C 0.129 0.408 -0.538
C 0.602 -0.695 0.234
C -0.925 -0.567 0.021
H 0.147 2.107 0.966
H 0.403 -0.024 -1.660
H 1.163 -1.343 -0.336
H 0.818 -0.488 1.313
H -1.467 -1.263 -0.637
H -1.532 -0.152 0.927

Output
- Lowest unoccupied orbital energy: 1.044 eV
- Total energy: -516.00676 hartree
- Net charge: 0
- Structure (SMILES): SC1CC1


[7]
DFT (the ωB97M-V functional and the def2-TZVPD basis) results for a structure of composition C18H16Cl8N2O2STc.

Positions of all 48 atoms, in Å:
Tc 0.501 -0.207 1.006
C -1.396 -2.339 -0.748
C 1.385 -0.711 2.455
N 1.525 -0.807 3.739
C 0.345 -0.524 4.573
C -0.905 -1.200 4.020
S -1.415 -0.414 2.456
C -2.674 -1.602 1.872
C -3.265 -1.394 0.471
N -2.338 -1.491 -0.673
H -0.476 -2.500 -1.459
H -1.430 -3.148 -0.024
H 3.006 -3.953 -3.355
H 0.142 -1.741 0.648
H 2.328 -1.268 4.147
H 0.542 -0.891 5.578
H 0.201 0.556 4.633
H -0.743 -2.267 3.863
H -1.724 -1.059 4.724
H -2.308 -2.613 2.051
H -3.516 -1.443 2.547
H -4.063 -2.126 0.340
H -3.709 -0.404 0.398
H -2.338 -0.667 -1.276
Cl -1.627 6.397 -1.066
C -1.441 4.707 -0.786
C -0.472 4.259 0.095
C -0.351 2.896 0.289
Cl 0.882 2.305 1.397
C -1.143 1.938 -0.339
O -1.026 0.633 -0.135
C -2.106 2.452 -1.217
Cl -3.130 1.319 -2.051
C -2.262 3.803 -1.447
H 0.171 4.956 0.613
H -3.017 4.155 -2.137
Cl 4.819 -0.823 -5.514
C 3.913 -0.601 -4.081
C 3.219 -1.642 -3.518
Cl 3.369 -3.208 -4.370
C 2.459 -1.560 -2.360
Cl 1.609 -2.937 -1.748
C 2.355 -0.328 -1.693
O 1.601 -0.157 -0.670
C 3.074 0.762 -2.267
Cl 2.955 2.269 -1.475
C 3.824 0.639 -3.425
Cl 4.649 1.977 -4.080

Output
- Lowest unoccupied orbital energy (alpha / beta): -6.035 / -6.262 eV
- Spin multiplicity: 2
- Total energy: -5115.33277 hartree
- Net charge: +2


[8]
DFT (the ωB97M-V functional and the def2-TZVPD basis) results for a cluster of 2 separate species, C3H5O3P in total.

Positions of all 12 atoms, in Å:
C 0.064 0.909 -0.116
C -0.247 -0.433 -0.523
C 0.985 -0.228 0.357
O 3.017 1.389 0.227
O 3.631 -1.096 0.662
O 2.552 -0.484 -1.483
P 2.845 -0.059 -0.093
H 0.291 1.532 -0.956
H -0.433 1.424 0.766
H -0.932 -1.132 -0.074
H 0.100 -0.628 -1.549
H -0.340 -0.186 1.994

Output
- Lowest unoccupied orbital energy: 7.172 eV
- Total energy: -684.23686 hartree
- Net charge: -2